Entry 1:
The ion C10H17O2 with charge +1 in a non-equilibrium geometry. Source: OMol25; level of theory: ωB97M-V/def2-TZVPD.

Last columns: bonded neighbours and bond lengths (Å).
Geometry (Å):
1 C 0.87 -1.00 -0.95  C2 1.321, C4 1.465, H13 1.011
2 C 1.02 0.20 -0.42  C1 1.321, C5 1.521, C10 1.523
3 C -1.12 1.57 0.23  C5 1.561, O12 1.450, H14 1.141, H15 1.093
4 C -0.17 -1.83 -0.35  C1 1.465, C6 1.572, C7 1.590, H16 1.086
5 C -0.07 0.48 0.61  C2 1.521, C3 1.561, C6 1.594, H17 1.168
6 C -0.91 -0.87 0.66  C4 1.572, C5 1.594, O11 1.425, H18 1.012
7 C 0.64 -3.12 0.10  C4 1.590, H19 1.017, H20 1.061, H21 1.094
8 C 2.92 1.28 0.56  C10 1.526, H22 1.019, H23 1.085, H24 1.041
9 C -3.54 1.16 -0.25  O12 1.458, H25 1.217, H26 1.068, H27 1.164
10 C 2.10 1.23 -0.72  C2 1.523, C8 1.526, H28 1.084, H29 1.034
11 O -2.23 -0.47 0.32  C6 1.425, O12 1.453
12 O -2.14 0.78 -0.42  C3 1.450, C9 1.458, O11 1.453
13 H 1.53 -1.31 -1.64  C1 1.011
14 H -1.63 1.96 1.18  C3 1.141
15 H -0.64 2.15 -0.56  C3 1.093
16 H -0.80 -2.06 -1.21  C4 1.086
17 H 0.45 0.51 1.65  C5 1.168
18 H -0.91 -1.24 1.61  C6 1.012
19 H 0.95 -2.89 1.04  C7 1.017
20 H 1.48 -3.28 -0.52  C7 1.061
21 H -0.01 -4.00 0.05  C7 1.094
22 H 2.41 1.29 1.45  C8 1.019
23 H 3.70 2.03 0.57  C8 1.085
24 H 3.59 0.50 0.39  C8 1.041
25 H -4.17 0.30 -0.84  C9 1.217
26 H -3.96 1.26 0.73  C9 1.068
27 H -3.63 2.20 -0.75  C9 1.164
28 H 2.55 1.01 -1.68  C10 1.084
29 H 1.70 2.18 -0.84  C10 1.034

Values from the calculation:
F_max   0.104 hartree/bohr
Gap between HOMO and LUMO   9.24 eV
Energy relative to the best compared isomer or geometry (same formula, charge and spin)   111.7 kcal per mole
Net charge   +1

Entry 2:
An isolated molecule of C10H17P in a non-equilibrium geometry. Source: OMol25; level of theory: ωB97M-V/def2-TZVPD.

Last columns: bonded neighbours and bond lengths (Å).
Geometry (Å):
1 C -1.14 -1.42 0.49  C2 1.332, C3 1.400, H12 1.107
2 C -0.01 -1.11 -0.14  C1 1.332, C4 1.464, C6 1.532
3 C -2.18 -0.50 0.71  C1 1.400, C5 1.451, P11 1.906, H13 1.056
4 C 0.20 0.30 -0.46  C2 1.464, C9 1.473, H14 1.164
5 C -1.80 0.85 0.33  C3 1.451, P11 1.800, H15 1.096
6 C 0.93 -2.27 -0.47  C2 1.532, H16 1.016, H17 1.085, H18 1.135
7 C 4.05 1.10 0.10  C10 1.597, H19 1.092, H20 1.080, H21 1.116
8 C -4.65 1.00 0.06  P11 1.890, H22 1.110, H23 1.141, H24 1.047
9 C 1.42 0.82 0.19  C4 1.473, C10 1.587, H25 1.069, H26 1.110
10 C 2.77 0.42 -0.56  C7 1.597, C9 1.587, H27 1.154, H28 1.141
11 P -3.11 0.28 -0.76  C3 1.906, C5 1.800, C8 1.890
12 H -1.42 -2.48 0.64  C1 1.107
13 H -2.97 -0.77 1.35  C3 1.056
14 H -0.09 0.84 -1.45  C4 1.164
15 H -1.88 1.61 1.11  C5 1.096
16 H 0.39 -3.09 -0.73  C6 1.016
17 H 1.46 -2.71 0.37  C6 1.085
18 H 1.53 -2.01 -1.41  C6 1.135
19 H 4.91 0.54 -0.27  C7 1.092
20 H 3.94 0.89 1.15  C7 1.080
21 H 4.20 2.19 -0.11  C7 1.116
22 H -4.59 1.41 1.09  C8 1.110
23 H -5.28 0.10 0.36  C8 1.141
24 H -5.21 1.48 -0.69  C8 1.047
25 H 1.36 1.88 0.04  C9 1.069
26 H 1.40 0.49 1.24  C9 1.110
27 H 3.15 -0.66 -0.57  C10 1.154
28 H 2.63 0.82 -1.62  C10 1.141

Values from the calculation:
F_max   0.077 hartree/bohr
Gap between HOMO and LUMO   8.75 eV
Energy relative to the best compared isomer or geometry (same formula, charge and spin)   78.3 kcal per mole
Net charge   0

Entry 3:
A cluster of 2 separate species, C10H17PS in total in a non-equilibrium geometry. Source: OMol25; level of theory: ωB97M-V/def2-TZVPD.

Last columns: bonded neighbours and bond lengths (Å).
Geometry (Å):
1 C -2.27 -1.55 0.43  C2 1.568, H10 1.141, H11 1.188, H12 1.211
2 C -0.82 -1.48 -0.16  C1 1.568, C3 1.499, P4 1.801, H13 1.093
3 C 0.13 -1.51 0.99  C2 1.499, H14 1.062, H15 1.160, H16 1.133
4 P -0.63 -0.11 -1.32  C2 1.801, C5 1.788, H17 1.491
5 C 1.02 -0.47 -1.90  P4 1.788, C6 1.385, S9 1.720
6 C 1.27 -1.64 -2.61  C5 1.385, C7 1.417, H18 1.142
7 C 2.62 -1.67 -3.04  C6 1.417, C8 1.344, H19 1.125
8 C 3.40 -0.65 -2.67  C7 1.344, S9 1.776, H20 1.068
9 S 2.41 0.52 -1.78  C5 1.720, C8 1.776
10 H -2.59 -0.54 0.85  C1 1.141
11 H -2.91 -1.88 -0.52  C1 1.188
12 H -2.35 -2.33 1.34  C1 1.211
13 H -0.60 -2.43 -0.65  C2 1.093
14 H 0.06 -2.34 1.65  C3 1.062
15 H -0.16 -0.64 1.70  C3 1.160
16 H 1.15 -1.26 0.55  C3 1.133
17 H -0.19 0.94 -0.36  P4 1.491
18 H 0.52 -2.49 -2.77  C6 1.142
19 H 3.00 -2.45 -3.76  C7 1.125
20 H 4.42 -0.39 -2.84  C8 1.068
21 C 0.52 2.42 2.05  C22 1.312, H24 1.066, H25 1.033
22 C -0.52 3.20 1.88  C21 1.312, C23 1.510, H26 1.149
23 C -1.91 2.61 1.78  C22 1.510, H27 1.061, H28 1.056, H29 1.101
24 H 1.45 2.89 1.83  C21 1.066
25 H 0.29 1.44 2.30  C21 1.033
26 H -0.56 4.34 1.75  C22 1.149
27 H -2.41 2.85 2.68  C23 1.061
28 H -2.30 3.08 0.92  C23 1.056
29 H -2.03 1.53 1.63  C23 1.101

Values from the calculation:
F_max   0.078 hartree/bohr
Gap between HOMO and LUMO   9.16 eV
SMILES string   CC(C)Pc1cccs1.C=CC
Energy relative to the best compared isomer or geometry (same formula, charge and spin)   44.0 kcal per mole
Net charge   0

LUMO energy per entry: -3.4; 1.0; 0.8 eV